5
Properties=species:S:1:pos:R:3:mulliken_spin:R:1 method="wB97M-V/def2-TZVPD" e_above_lowest_ev=0.0000 homo_energy_ev="-7.23 / -9.65" homo_lumo_gap_ev="7.7 / 6.7" multiplicity=3
S -2.25928 -0.19699 0.07604 0.539
P 1.41266 -0.28533 -0.04632 0.981
P -0.48502 0.49114 0.13388 0.472
H 1.27488 -1.72945 0.35105 -0.009
H 0.05675 1.72064 -0.51465 0.017

9
Properties=species:S:1:pos:R:3:nbo_charge:R:1 method="wB97M-V/def2-TZVPD" e_above_lowest_ev=0.5605 homo_energy_ev=-8.61 homo_lumo_gap_ev=7.6 multiplicity=1
S -1.57747 -2.59091 0.83801 -0.366
S -0.67309 -0.08244 2.62917 -0.315
S -2.09022 0.77227 -0.23723 -0.405
P -2.45190 -0.77080 1.66440 0.564
P 0.01296 0.80427 -0.44727 0.187
P 0.59474 -2.52951 0.90119 0.158
P 0.94165 -0.34062 1.29422 0.173
H 0.79411 -2.81934 -0.54119 0.021
H 0.08915 1.95399 0.38222 -0.016

4
Properties=species:S:1:pos:R:3:nbo_charge:R:1 method="wB97M-V/def2-TZVPD" e_above_lowest_ev=0.4390 homo_energy_ev=-8.82 homo_lumo_gap_ev=9.3 multiplicity=1
S 0.31519 0.79769 -0.43112 -0.117
S -0.21196 -0.81996 0.47423 -0.135
H -1.53615 -0.80453 0.85453 0.128
H -0.52951 1.01990 -1.47567 0.124

57
Properties=species:S:1:pos:R:3:nbo_charge:R:1 method="wB97M-V/def2-TZVPD" e_above_lowest_ev=16.5785 homo_energy_ev=-5.56 homo_lumo_gap_ev=1.7 multiplicity=1
Zn 2.05018 0.54589 -2.97174 1.181
S 3.56791 4.64050 -1.64864 2.597
S -0.77269 -0.18850 0.43014 2.620
S 0.79874 -3.58977 -4.68363 2.550
O -5.26165 -1.99705 0.90896 -0.942
O -3.24377 3.24068 3.95995 -0.936
O 4.50656 -0.45797 -1.52993 -0.935
O -0.46102 -3.31241 -5.34755 -0.967
O -3.25030 1.18131 -2.99834 -0.956
O 0.12179 1.45698 -4.82620 -0.967
O 5.00551 4.59988 -1.53471 -0.948
O 1.39440 -2.36703 -4.10593 -0.930
O 1.74290 -4.21115 -5.64087 -0.936
O 3.19693 5.75692 -2.49260 -0.920
O 0.63369 -4.56014 -3.56672 -1.091
O 3.01716 3.41325 -2.18351 -1.075
O 3.11693 4.92358 -0.28946 -1.071
O -1.17835 1.02394 1.06304 -1.141
O -0.26222 -1.07622 1.43776 -1.202
O -1.83896 -0.81710 -0.33650 -1.097
O -3.85291 -2.88437 -3.45181 -0.959
O 0.32510 0.19598 -0.49876 -1.142
O -1.60876 4.74230 0.18034 -0.948
N 2.93617 -2.64909 3.04298 -0.956
N -0.83051 -4.90125 0.14743 -0.852
N 1.87665 3.25308 2.63126 -0.904
N -0.83696 0.29541 5.21955 -0.923
H 3.00536 -3.65619 3.07511 0.446
H 2.61296 2.74334 3.09828 0.414
H 4.73697 -0.50497 -0.60207 0.461
H -0.70198 -4.12175 0.77669 0.454
H -2.96948 2.88069 3.11651 0.490
H 0.09268 1.89322 -5.67771 0.487
H 4.88373 -1.25075 -1.91134 0.481
H -0.56251 -4.51961 -0.74847 0.509
H -0.64774 0.13372 4.24069 0.471
H 2.28007 3.58946 1.76857 0.503
H -3.74633 -2.19210 -2.79942 0.463
H -0.18880 -0.35242 5.64416 0.392
H -2.43462 3.56058 4.35891 0.448
H -1.67564 -5.42955 0.31098 0.456
H -3.03325 -2.87656 -3.94611 0.495
H -4.49444 -1.76565 0.38544 0.489
H -0.67003 1.25292 5.49417 0.437
H -0.75811 1.57210 -4.46736 0.498
H 2.09979 -2.26308 2.62876 0.472
H -0.12843 -5.54198 0.48895 0.422
H -4.92178 -2.10772 1.79691 0.453
H -4.10557 0.84324 -3.26377 0.466
H 3.71818 -2.33530 2.48612 0.450
H 1.03400 2.78629 2.32772 0.473
H -3.02196 0.67238 -2.22047 0.490
H 1.71289 4.13146 3.10214 0.443
H -1.76610 0.03685 5.51949 0.457
H -1.58404 3.78882 0.26093 0.481
H 2.84989 -2.16280 3.92399 0.382
H -2.50824 4.93770 -0.08233 0.469

45
Properties=species:S:1:pos:R:3:nbo_charge:R:1 method="wB97M-V/def2-TZVPD" e_above_lowest_ev=3.0341 homo_energy_ev=-9.98 homo_lumo_gap_ev=8.9 multiplicity=1
O 3.19896 1.26842 0.11098 -0.958
O 2.01296 -1.21358 0.99598 -0.964
O -2.10704 -0.49858 2.02798 -0.943
O 1.00696 -3.08558 -0.91402 -0.937
O -1.85804 4.29742 -0.50902 -0.939
O -1.57904 -3.28958 0.39198 -0.932
O 1.57896 0.08442 -2.16402 -0.990
O 0.87596 2.64742 -0.47302 -0.959
O -2.21604 1.62042 -1.57702 -0.939
O -0.37104 -0.11958 -0.18402 -0.981
O 1.27196 1.94442 2.39298 -0.948
O -0.98404 -1.79658 -2.89002 -0.916
O -3.22104 -1.37558 -1.01602 -0.966
O 0.43796 -2.70558 2.64398 -0.926
O -1.35904 3.30742 2.35098 -0.936
H 2.03196 -1.94958 0.36698 0.492
H -3.86704 -1.69858 -0.36802 0.472
H 0.45596 -0.52058 -0.01802 0.488
H -1.24604 -3.62058 -0.44002 0.466
H -1.88904 1.60642 -2.48702 0.458
H -0.85704 -1.23058 -2.14002 0.485
H 1.24396 3.34442 0.08498 0.481
H -1.27804 3.29042 3.27998 0.457
H 2.05296 -0.37558 -2.87602 0.488
H 1.10896 -2.47258 1.97698 0.457
H 1.09096 -2.78158 -1.82702 0.468
H -0.76604 2.58942 2.12398 0.475
H -1.34204 -0.36758 1.42998 0.469
H -0.88604 -2.65058 0.66798 0.481
H -2.61304 0.17642 1.66898 0.458
H 1.65196 1.30842 1.73998 0.483
H 4.12496 1.34042 0.09598 0.486
H -0.17304 -2.33758 -2.97302 0.431
H 1.00696 -3.34158 3.08698 0.456
H -2.49404 -1.88958 -0.66902 0.478
H 1.70496 2.75142 2.32798 0.466
H -2.19504 4.40642 -1.39302 0.452
H 0.95296 0.72642 -2.39302 0.504
H -1.97704 0.76542 -1.28102 0.483
H 1.53596 1.99442 -0.34202 0.471
H 2.98696 0.47342 -0.29302 0.484
H 1.59096 -3.81658 -0.92902 0.479
H -1.40704 3.43942 -0.60902 0.484
H -0.19804 0.79442 -0.09102 0.496
H 2.95996 -1.03958 1.09098 0.483

45
Properties=species:S:1:pos:R:3:nbo_charge:R:1 method="wB97M-V/def2-TZVPD" e_above_lowest_ev=2.0577 homo_energy_ev=-9.66 homo_lumo_gap_ev=9.0 multiplicity=1
O -2.83467 1.30791 -0.73364 -0.969
O 0.05733 -3.86909 -0.06364 -0.936
O -0.12067 0.42691 0.09736 -1.004
O -2.14467 -1.48309 -0.86464 -0.998
O -2.17567 -0.06709 2.16436 -0.981
O 0.28833 3.43091 -0.87564 -0.963
O 1.24633 -1.89209 -2.22764 -0.975
O 1.88133 2.32791 1.12136 -0.985
O 0.61433 -1.54609 1.86436 -0.972
O -0.16067 1.54491 2.99436 -0.977
O 1.83633 0.54491 -4.15764 -0.945
O -0.06467 1.12091 -2.48564 -0.963
O 2.77333 -1.36509 0.22036 -0.982
O 2.58633 1.01291 -1.14964 -0.984
O -2.14767 -2.75709 2.14036 -0.954
H -0.33667 3.21891 -0.17064 0.470
H 2.37733 1.30391 -4.17864 0.448
H 2.45033 2.98791 1.50636 0.483
H -2.55267 -2.67309 2.98436 0.454
H -2.02767 -2.13109 -1.56064 0.520
H 2.27733 1.57091 -1.90364 0.482
H -2.68767 0.02891 1.34336 0.512
H -2.49567 1.99391 -0.16064 0.467
H -0.06867 1.83491 3.92036 0.476
H 0.99133 -2.64209 -1.72664 0.477
H 0.47133 -1.68109 2.79436 0.480
H -0.21167 1.93691 -2.05364 0.502
H -0.85167 0.89191 2.96636 0.498
H -0.40467 -3.28509 0.52036 0.481
H 2.07433 -1.43109 0.85336 0.481
H -2.78467 -0.26709 2.95336 0.494
H 0.30833 -0.70409 1.56236 0.499
H 2.42133 1.50791 -0.34264 0.491
H -0.49067 -0.39109 -0.05064 0.479
H -2.27467 0.52691 -0.71064 0.496
H 0.19533 0.66091 -0.78464 0.512
H 1.04533 2.28191 1.62236 0.524
H -2.92967 -1.49909 -0.30664 0.491
H 1.16433 0.69591 -3.52964 0.472
H -0.69367 -4.44509 -0.25964 0.457
H 1.13033 3.43991 -0.40464 0.495
H -0.55667 1.18391 -3.29364 0.496
H 1.77433 -1.36809 -1.66064 0.490
H 2.85833 -0.41009 -0.00964 0.481
H -1.80767 -1.87509 2.03636 0.482

45
Properties=species:S:1:pos:R:3:nbo_charge:R:1 method="wB97M-V/def2-TZVPD" e_above_lowest_ev=6.8014 homo_energy_ev=-9.33 homo_lumo_gap_ev=8.9 multiplicity=1
O 4.16363 1.16808 -2.95262 -0.930
O 0.35136 -1.80263 3.02108 -0.954
O 0.60772 0.13183 3.97662 -0.917
O -1.71977 3.38046 1.04772 -0.914
O 2.15067 1.93325 -0.82018 -0.908
O 0.50440 -0.43650 -0.38216 -0.944
O 3.91644 -0.20488 1.53992 -0.920
O -0.58244 2.91789 -1.96726 -0.894
O -2.80810 1.71669 0.01847 -0.925
O -3.87453 -0.18125 -2.67792 -0.914
O -3.11930 -2.76954 -0.60265 -0.945
O 1.26024 1.05024 -3.85106 -0.930
O -2.85317 -2.24413 1.87276 -0.934
O -0.11508 0.48107 1.52571 -0.921
O 0.79295 -3.22076 -0.44172 -0.946
H 1.94110 1.42059 -3.31580 0.472
H -3.78503 -0.93670 -3.19979 0.456
H -2.74477 -2.62706 2.72491 0.468
H -0.76411 2.29659 -2.69546 0.429
H 3.97292 0.43733 0.86349 0.451
H -0.02692 -1.09578 -0.06356 0.472
H 0.55974 -4.07143 -0.55856 0.471
H -2.95366 0.07224 -2.77168 0.459
H -3.51181 -1.87666 -0.42590 0.482
H 4.67124 1.31296 -2.13840 0.461
H 1.15670 -0.84625 -0.98266 0.476
H -3.61410 -3.07519 -1.37216 0.462
H -1.93806 -2.13755 1.58751 0.467
H 0.15843 -0.57987 4.35558 0.462
H 1.76090 -3.20493 -0.18985 0.477
H -0.01611 2.37946 -1.47046 0.471
H 2.86759 1.48129 -0.49798 0.439
H 0.87832 0.61617 4.76280 0.457
H 0.46411 1.33014 -3.37394 0.449
H -3.08715 1.65375 0.90388 0.456
H -2.63196 0.84647 -0.39674 0.464
H 1.19691 -1.68768 3.52570 0.487
H 3.59602 0.43276 -2.73894 0.473
H -0.59756 0.36316 0.70417 0.453
H 2.69573 2.54721 -1.36752 0.468
H 0.60820 -2.42803 2.38794 0.467
H -1.09990 2.63051 0.99197 0.484
H -0.83276 0.24649 2.18835 0.460
H -2.42820 3.08990 1.54434 0.431
H 4.82916 -0.50967 1.71204 0.470

45
Properties=species:S:1:pos:R:3:nbo_charge:R:1 method="wB97M-V/def2-TZVPD" e_above_lowest_ev=8.1196 homo_energy_ev=-8.17 homo_lumo_gap_ev=7.6 multiplicity=1
O 0.59715 -2.45738 1.73106 -0.890
O -1.89205 -0.99232 1.15663 -0.942
O -4.30655 -1.45180 0.84418 -0.934
O 1.98528 -3.58617 -0.47036 -0.951
O 3.33758 3.89069 -0.38622 -0.968
O -0.86818 2.58615 2.34958 -0.920
O 0.93230 -1.51899 -3.00145 -0.925
O 4.52584 -2.17832 -0.68053 -0.933
O -2.86708 -2.93051 -3.11876 -0.930
O -1.10632 4.00943 -2.57592 -0.951
O -4.76968 2.06229 -0.92019 -0.936
O -0.33054 0.40417 -0.28639 -0.923
O 1.19993 1.07429 2.68921 -0.918
O 4.36713 1.34581 -0.47112 -0.945
O -0.59512 -1.76546 2.95011 -0.910
H -0.46503 -1.04817 3.59941 0.452
H 0.64219 -1.42603 -2.06406 0.465
H 4.28900 0.43486 -0.69672 0.489
H 1.32529 -3.86675 0.11504 0.478
H 5.02919 -2.18056 -1.48194 0.460
H 1.82568 1.68011 2.28589 0.457
H -1.97461 -2.99161 -2.73570 0.468
H 1.16710 1.34044 3.61357 0.462
H -1.57169 3.53570 -1.83141 0.473
H -3.17749 -2.06591 -2.84044 0.463
H -1.51630 2.91630 3.05977 0.464
H 1.85130 -2.69112 -0.84647 0.464
H -1.96974 -0.07596 1.27022 0.475
H -0.68314 1.11799 -0.83112 0.462
H 1.16423 -3.24613 1.89608 0.452
H 2.62030 4.22490 0.16429 0.464
H -0.02775 -2.61848 1.07875 0.455
H -0.34641 3.40806 2.24362 0.457
H -1.92665 -1.30188 0.25999 0.465
H 0.55612 0.38875 -0.44221 0.460
H 3.55646 2.96886 -0.07809 0.491
H -5.37064 2.65818 -1.37470 0.473
H -4.56820 -0.91352 0.17479 0.456
H -4.10781 -0.91843 1.62118 0.478
H 1.63984 -0.97600 -3.10928 0.460
H 3.67377 -2.51542 -1.03435 0.472
H -0.32530 4.45671 -2.26760 0.479
H 3.96453 1.72433 -1.28631 0.467
H -4.13920 1.83110 -1.61393 0.463
H -1.34475 -2.34221 3.34192 0.450

45
Properties=species:S:1:pos:R:3:nbo_charge:R:1 method="wB97M-V/def2-TZVPD" e_above_lowest_ev=6.2593 homo_energy_ev=-10.20 homo_lumo_gap_ev=10.0 multiplicity=1
O 1.79061 2.12771 1.35191 -0.949
O -0.79698 -2.77347 1.45957 -0.969
O -4.95807 0.61131 -0.14516 -0.952
O 2.12056 -2.01037 1.05086 -0.973
O -1.79633 0.42373 1.03050 -0.960
O -0.22214 0.34575 -3.84556 -0.937
O 0.10932 3.17712 3.42257 -0.918
O -2.51390 0.56078 3.68941 -0.927
O 1.13361 -2.32147 -3.87722 -0.898
O 1.81063 -2.61710 -1.32336 -0.987
O -0.12595 -0.10671 -0.65252 -0.976
O 1.16768 3.50694 -2.53326 -0.946
O 2.02712 0.98328 -1.20854 -0.943
O -1.56701 -1.67633 -2.15183 -0.979
O 1.41520 0.70375 3.69530 -0.962
H 1.27175 0.20068 4.49235 0.467
H -1.15551 -1.07149 -1.56704 0.474
H -0.67916 3.24782 3.23834 0.442
H -4.81894 1.12604 -0.89059 0.474
H 0.42541 -0.95230 -0.49831 0.468
H 3.10228 -2.12848 0.89503 0.490
H -1.22474 -2.58076 -1.93266 0.470
H 2.31826 -3.41118 -1.06876 0.512
H -4.31162 -0.02768 0.02500 0.479
H 2.02430 -2.14330 -2.17779 0.482
H -2.76845 1.03768 2.91316 0.468
H 2.21775 0.46595 -2.00067 0.447
H -1.52862 1.34496 1.30046 0.495
H 2.18706 1.86941 2.22465 0.485
H -1.04892 -3.57146 1.00961 0.470
H 1.06408 1.22035 -1.44815 0.496
H -0.61740 0.22799 -2.92421 0.491
H 0.15586 -2.64938 1.11018 0.495
H 1.12655 -2.46468 -2.92441 0.437
H 1.83336 -1.21700 0.47625 0.490
H -2.54510 -0.44649 3.41550 0.467
H 0.60426 -1.59447 -3.83266 0.445
H 0.91283 3.41979 -3.50901 0.470
H 0.97979 1.49450 4.07781 0.491
H -1.85077 -0.14586 1.81178 0.487
H 2.10172 3.25630 -2.54406 0.478
H -0.63253 -0.44505 0.14192 0.512
H -0.32213 -0.50668 -4.25500 0.453
H 1.01752 1.53110 1.26688 0.462
H 0.56676 3.97872 3.21174 0.485

Computed E (Ha) in order:
-1081.97920; -2561.22241; -797.54435; -4639.83923; -1146.52857; -1146.56445; -1146.39012; -1146.34168; -1146.41005
Computed strongest force on any atom (eV/Å) in order:
3.64; 3.41; 3.71; 5.51; 3.60; 3.66; 5.69; 8.53; 13.08